Record 1
This record from the OMol25 dataset describes a 13-piece molecular cluster, C60H138B5F20N8O5 overall. The level of theory is the ωB97M-V functional and the def2-TZVPD basis.

```
236
C60H138B5F20N8O5 the ωB97M-V functional and the def2-TZVPD basis
C -4.631 1.572 0.807
C -5.917 0.776 0.393
C -5.710 -0.003 -0.989
C -6.446 -1.292 -1.174
C -6.431 -2.210 0.003
C -6.933 -1.557 1.343
N -6.252 -0.167 1.578
O -6.161 0.354 2.873
C -6.706 -2.487 2.552
C -8.486 -1.367 1.228
C -7.110 1.830 0.243
H -4.871 2.218 1.651
H -4.221 2.110 -0.048
H -3.823 0.904 1.105
H -4.661 -0.300 -0.981
H -5.806 0.737 -1.783
H -5.928 -1.789 -1.993
H -7.479 -1.105 -1.470
H -5.406 -2.567 0.100
H -7.139 -3.034 -0.086
H -6.789 -3.554 2.343
H -7.320 -2.243 3.418
H -5.689 -2.431 2.942
H -9.014 -2.313 1.101
H -8.839 -0.648 0.489
H -8.867 -1.003 2.183
H -7.054 2.796 -0.257
H -7.338 2.132 1.265
H -8.034 1.373 -0.110
C 2.638 -4.569 -5.691
C 2.599 -3.062 -5.349
C 2.030 -2.948 -3.883
C 2.971 -3.279 -2.738
C 4.122 -2.247 -2.880
C 4.896 -2.175 -4.302
N 3.937 -2.355 -5.468
O 4.514 -2.105 -6.802
C 5.901 -3.332 -4.373
C 5.660 -0.826 -4.322
C 1.585 -2.343 -6.246
H 3.087 -4.943 -6.610
H 1.647 -4.992 -5.522
H 3.270 -5.036 -4.936
H 1.134 -3.525 -3.656
H 1.751 -1.901 -3.762
H 3.258 -4.330 -2.786
H 2.475 -3.196 -1.771
H 4.865 -2.283 -2.083
H 3.666 -1.290 -2.628
H 6.563 -3.445 -5.231
H 5.316 -4.252 -4.370
H 6.518 -3.242 -3.478
H 6.257 -0.813 -5.234
H 6.334 -0.653 -3.483
H 4.890 -0.070 -4.476
H 0.624 -2.855 -6.200
H 1.870 -2.350 -7.298
H 1.473 -1.271 -6.083
C 2.095 2.971 4.364
C 3.115 3.222 3.263
C 4.019 4.384 3.634
N 5.366 4.475 2.836
C 6.223 5.644 3.519
C 7.302 6.233 2.621
C 6.787 6.606 1.234
C 6.115 5.356 0.556
C 4.926 4.770 1.349
C 6.298 3.232 2.888
H 1.352 2.203 4.146
H 1.383 3.794 4.421
H 2.593 2.733 5.304
H 2.612 3.340 2.303
H 3.765 2.355 3.378
H 4.240 4.276 4.696
H 3.536 5.344 3.450
H 5.628 6.527 3.753
H 6.636 5.282 4.461
H 7.632 7.196 3.010
H 8.207 5.627 2.647
H 5.936 7.283 1.311
H 7.535 7.113 0.623
H 5.723 5.711 -0.397
H 6.827 4.605 0.215
H 4.134 5.516 1.393
H 4.517 3.827 0.985
H 7.283 3.354 2.439
H 5.706 2.439 2.431
H 6.484 2.957 3.927
C 0.734 5.460 -0.011
C 0.840 5.551 -1.588
C 1.996 4.774 -2.241
N 2.206 5.019 -3.765
C 0.858 4.905 -4.554
C 0.387 3.450 -4.756
C 1.533 2.582 -5.406
C 2.866 2.593 -4.546
C 3.256 4.073 -4.407
C 2.856 6.385 -3.940
H 0.925 4.473 0.409
H -0.282 5.663 0.327
H 1.528 6.058 0.436
H 0.915 6.601 -1.868
H -0.103 5.163 -1.975
H 1.722 3.720 -2.285
H 2.884 4.978 -1.643
H 0.171 5.672 -4.197
H 1.086 5.294 -5.547
H -0.021 3.067 -3.821
H -0.411 3.422 -5.497
H 1.204 1.546 -5.488
H 1.599 2.979 -6.419
H 2.739 2.173 -3.548
H 3.643 2.052 -5.087
H 4.163 4.073 -3.804
H 3.645 4.481 -5.340
H 3.804 6.353 -3.403
H 2.248 7.242 -3.649
H 3.208 6.541 -4.959
C -2.285 -2.825 9.886
C -2.838 -1.888 8.786
C -1.872 -1.608 7.667
N -2.474 -1.077 6.333
C -3.369 0.170 6.682
C -3.669 1.064 5.417
C -2.368 1.454 4.664
C -1.608 0.219 4.270
C -1.193 -0.654 5.549
C -3.314 -2.100 5.532
H -1.927 -3.738 9.409
H -3.038 -3.063 10.636
H -1.372 -2.503 10.387
H -3.250 -0.981 9.228
H -3.746 -2.370 8.425
H -1.269 -2.437 7.298
H -1.142 -0.867 7.993
H -2.857 0.773 7.432
H -4.328 -0.243 6.996
H -4.188 2.004 5.607
H -4.263 0.542 4.668
H -1.741 1.983 5.382
H -2.405 2.055 3.756
H -0.750 0.412 3.626
H -2.212 -0.376 3.585
H -0.405 -0.183 6.139
H -0.807 -1.570 5.102
H -2.783 -3.038 5.365
H -3.694 -1.736 4.577
H -4.179 -2.171 6.190
C -3.420 -1.979 -6.020
N -3.024 -0.851 -5.092
C -1.585 -0.475 -5.236
C -3.938 0.321 -5.512
C -3.270 -1.294 -3.669
C -2.655 -2.677 -3.257
O -1.252 -2.662 -3.299
H -2.906 -2.910 -5.784
H -3.188 -1.736 -7.058
H -4.486 -2.107 -5.832
H -1.261 -0.067 -4.279
H -1.437 0.296 -5.992
H -1.019 -1.395 -5.379
H -3.673 0.681 -6.506
H -3.756 1.122 -4.795
H -4.994 0.052 -5.498
H -4.358 -1.308 -3.615
H -3.021 -0.478 -2.991
H -3.206 -3.483 -3.742
H -2.909 -2.711 -2.198
H -1.033 -3.567 -3.065
C 0.743 -1.956 0.090
N 0.798 -0.436 0.219
C 1.760 -0.175 1.360
C 1.363 0.137 -1.069
C -0.546 0.218 0.507
C -0.552 1.754 0.563
O 0.116 2.274 1.669
H 1.747 -2.378 0.056
H 0.122 -2.357 -0.712
H 0.263 -2.423 0.951
H 2.635 -0.767 1.091
H 1.274 -0.575 2.251
H 2.006 0.887 1.374
H 1.622 1.193 -0.997
H 0.561 0.001 -1.794
H 2.267 -0.362 -1.418
H -0.925 -0.324 1.373
H -1.097 -0.182 -0.344
H -1.592 2.074 0.507
H 0.000 2.328 -0.181
H -0.318 3.089 1.932
C 1.218 -7.498 1.002
N -0.186 -7.020 0.521
C -0.112 -5.507 0.293
C -0.508 -7.755 -0.774
C -1.388 -7.322 1.486
C -1.378 -6.345 2.736
O -0.233 -6.624 3.552
H 1.979 -7.222 0.273
H 1.181 -8.556 1.261
H 1.546 -6.945 1.882
H -1.143 -5.166 0.192
H 0.505 -5.356 -0.593
H 0.410 -4.916 1.045
H 0.277 -7.552 -1.503
H -1.404 -7.374 -1.262
H -0.493 -8.793 -0.439
H -1.358 -8.376 1.762
H -2.328 -7.221 0.944
H -2.335 -6.512 3.232
H -1.452 -5.321 2.368
H -0.313 -6.135 4.374
B 4.332 -4.404 0.510
F 3.296 -5.317 0.420
F 3.950 -3.226 1.139
F 5.271 -4.868 1.400
F 5.017 -4.225 -0.698
B -2.762 -2.937 1.569
F -1.665 -2.822 2.314
F -3.453 -4.080 1.937
F -3.702 -1.923 1.886
F -2.527 -3.023 0.198
B -2.307 5.056 3.367
F -3.517 4.466 3.574
F -1.507 4.374 2.567
F -2.446 6.338 2.826
F -1.630 5.188 4.563
B 4.964 2.111 -1.487
F 3.882 2.970 -1.122
F 4.683 0.797 -1.137
F 5.281 2.217 -2.820
F 6.011 2.541 -0.640
B -2.683 2.518 -2.614
F -2.453 3.173 -3.797
F -1.756 1.485 -2.637
F -2.287 3.236 -1.520
F -3.950 2.065 -2.597
```

Values from the calculation:
- calculated total energy (eV) = -144344.6659
- total charge = +3



Record 2
This record from the OMol25 dataset describes a 10-piece molecular cluster, C60H140 overall. The level of theory is the ωB97M-V functional and the def2-TZVPD basis.

```
200
C60H140 the ωB97M-V functional and the def2-TZVPD basis
C 0.965 7.827 -2.676
C 0.675 7.133 -4.006
C -0.129 5.821 -3.802
C -0.570 5.238 -5.152
C -1.417 3.963 -4.996
C -2.000 3.409 -6.354
H 0.073 8.005 -2.075
H 1.336 8.833 -2.869
H 1.617 7.254 -2.017
H 0.063 7.749 -4.666
H 1.644 6.948 -4.470
H -1.043 6.056 -3.257
H 0.487 5.159 -3.194
H -1.105 6.020 -5.691
H 0.304 5.086 -5.785
H -0.912 3.155 -4.466
H -2.265 4.217 -4.360
H -1.223 3.144 -7.071
H -2.594 2.496 -6.306
H -2.717 4.068 -6.843
C 3.902 -1.412 1.424
C 3.262 -0.845 2.680
C 1.996 -1.602 3.050
C 1.339 -1.060 4.340
C 2.224 -0.879 5.608
C 2.999 -2.138 6.005
H 4.053 -2.490 1.473
H 4.867 -0.910 1.351
H 3.302 -1.248 0.529
H 3.935 -0.907 3.535
H 2.972 0.192 2.513
H 2.350 -2.607 3.279
H 1.312 -1.613 2.202
H 0.882 -0.100 4.101
H 0.505 -1.667 4.692
H 2.895 -0.023 5.536
H 1.613 -0.579 6.459
H 3.690 -2.429 5.213
H 3.646 -1.732 6.783
H 2.402 -2.963 6.393
C -2.422 -6.301 -9.688
C -2.093 -5.266 -8.671
C -1.936 -5.928 -7.304
C -1.665 -5.014 -6.049
C -1.136 -5.755 -4.840
C -0.672 -4.828 -3.672
H -1.997 -7.297 -9.566
H -1.956 -5.992 -10.623
H -3.485 -6.371 -9.921
H -1.145 -4.743 -8.799
H -2.937 -4.576 -8.667
H -1.144 -6.676 -7.322
H -2.857 -6.495 -7.167
H -0.918 -4.380 -6.528
H -2.457 -4.299 -5.828
H -1.946 -6.410 -4.519
H -0.334 -6.451 -5.083
H -0.452 -5.402 -2.772
H 0.211 -4.258 -3.960
H -1.399 -4.067 -3.390
C 2.039 -4.173 -0.985
C 2.732 -5.347 -0.343
C 1.888 -6.403 0.386
C 2.918 -7.451 0.971
C 2.229 -8.431 1.894
C 3.179 -9.350 2.659
H 1.348 -4.503 -1.761
H 2.747 -3.523 -1.500
H 1.490 -3.590 -0.246
H 3.359 -5.796 -1.112
H 3.338 -4.863 0.424
H 1.148 -6.837 -0.287
H 1.318 -5.817 1.107
H 3.444 -7.949 0.157
H 3.645 -6.856 1.523
H 1.687 -7.870 2.655
H 1.510 -9.039 1.345
H 2.665 -10.060 3.307
H 3.653 -10.052 1.973
H 3.896 -8.754 3.223
C -7.756 -3.180 1.077
C -7.002 -1.884 1.387
C -5.540 -2.126 1.804
C -4.699 -0.837 2.007
C -3.213 -1.208 2.373
C -2.377 -0.006 2.869
H -8.817 -2.932 1.081
H -7.601 -3.934 1.848
H -7.447 -3.605 0.122
H -7.116 -1.105 0.633
H -7.598 -1.407 2.165
H -5.113 -2.697 0.979
H -5.493 -2.707 2.725
H -4.729 -0.190 1.129
H -5.164 -0.221 2.776
H -3.218 -2.048 3.068
H -2.749 -1.571 1.456
H -2.763 0.141 3.877
H -1.290 -0.089 2.908
H -2.646 0.901 2.328
C 1.272 2.859 4.301
C 2.242 3.980 4.644
C 3.439 3.673 5.605
C 4.364 4.869 5.941
C 5.365 4.740 7.105
C 6.432 5.833 7.163
H 1.722 2.081 3.685
H 0.436 3.185 3.683
H 0.869 2.336 5.168
H 2.634 4.421 3.728
H 1.622 4.746 5.109
H 4.069 2.913 5.143
H 3.111 3.149 6.502
H 4.858 5.078 4.992
H 3.772 5.754 6.173
H 4.904 4.542 8.073
H 5.915 3.800 7.065
H 6.935 5.807 8.130
H 7.217 5.802 6.407
H 6.051 6.849 7.061
C -1.578 6.799 2.804
C -2.257 5.709 2.061
C -3.165 4.775 2.868
C -2.420 3.844 3.878
C -3.322 3.063 4.871
C -2.376 2.325 5.863
H -0.878 6.294 3.470
H -2.228 7.361 3.474
H -0.999 7.443 2.142
H -2.783 6.193 1.238
H -1.545 5.119 1.484
H -3.636 4.117 2.137
H -3.939 5.323 3.406
H -1.918 3.106 3.252
H -1.718 4.443 4.458
H -3.982 3.771 5.371
H -3.941 2.306 4.388
H -2.958 1.540 6.344
H -1.550 1.752 5.442
H -1.881 2.939 6.615
C 0.601 3.753 -0.294
C -0.576 3.046 -0.857
C -0.753 1.683 -0.331
C 0.206 0.691 -0.875
C -0.110 -0.795 -0.601
C -1.312 -1.386 -1.389
H 1.573 3.281 -0.439
H 0.475 3.802 0.788
H 0.526 4.755 -0.719
H -1.499 3.596 -0.675
H -0.581 3.027 -1.947
H -1.770 1.396 -0.597
H -0.865 1.690 0.753
H 0.216 0.808 -1.959
H 1.245 0.878 -0.603
H 0.780 -1.357 -0.884
H -0.198 -0.879 0.483
H -1.363 -2.459 -1.207
H -2.209 -0.889 -1.020
H -1.150 -1.070 -2.419
C 4.207 5.324 -1.232
C 4.466 6.826 -1.244
C 5.895 7.238 -1.277
C 6.644 6.912 -2.587
C 7.998 7.587 -2.832
C 8.474 7.379 -4.284
H 3.196 5.047 -1.530
H 4.273 4.919 -0.222
H 4.996 4.872 -1.833
H 3.976 7.269 -2.111
H 4.072 7.195 -0.297
H 6.417 6.833 -0.410
H 5.905 8.322 -1.155
H 6.842 5.841 -2.623
H 6.034 7.001 -3.486
H 7.953 8.674 -2.761
H 8.741 7.196 -2.138
H 7.895 7.956 -5.005
H 9.534 7.632 -4.308
H 8.469 6.316 -4.529
C -3.709 -4.874 -0.781
C -3.976 -6.069 -1.614
C -5.438 -6.017 -2.216
C -5.896 -7.406 -2.808
C -6.205 -8.378 -1.718
C -7.115 -9.515 -2.269
H -3.937 -3.898 -1.209
H -2.623 -4.863 -0.693
H -4.231 -4.996 0.168
H -3.243 -6.157 -2.416
H -3.843 -6.941 -0.974
H -5.569 -5.262 -2.991
H -6.187 -5.741 -1.473
H -6.731 -7.259 -3.494
H -5.095 -7.730 -3.472
H -5.340 -8.817 -1.223
H -6.730 -7.926 -0.877
H -7.929 -9.052 -2.827
H -6.602 -10.165 -2.978
H -7.477 -10.168 -1.476
```

Values from the calculation:
- structure (SMILES) = CCCCCC.CCCCCC.CCCCCC.CCCCCC.CCCCCC.CCCCCC.CCCCCC.CCCCCC.CCCCCC.CCCCCC
- ΔE to the lowest compared entry with this formula, charge and spin (eV) = 3.088
- calculated total energy (eV) = -64489.9709